6 unconnected molecules or ions with the total composition C6H18N6O12 in a non-equilibrium geometry, computed with the ωB97M-V functional and the def2-TZVPD basis.

```
42
Properties=species:S:1:pos:R:3:mulliken_spin:R:1
C -4.17 2.23 -1.16 0.000
N -2.71 2.01 -1.49 0.000
O -2.14 3.01 -1.75 0.000
O -2.29 0.84 -1.57 0.001
H -4.40 3.13 -0.59 0.000
H -4.60 1.32 -0.74 0.000
H -4.72 2.31 -2.09 0.000
C 0.51 3.84 2.31 0.000
N 0.47 5.34 2.23 0.000
O 0.99 5.88 1.30 0.000
O 0.07 5.92 3.24 0.000
H -0.02 3.51 1.41 0.000
H -0.02 3.56 3.22 0.000
H 1.60 3.80 2.22 0.000
C -0.44 -0.56 1.27 0.000
N 0.80 0.08 1.81 -0.001
O 1.12 1.20 1.49 0.009
O 1.53 -0.56 2.57 0.007
H -0.34 -1.61 1.57 0.000
H -0.46 -0.47 0.18 0.000
H -1.23 0.00 1.77 0.000
C 3.47 -3.71 -1.19 0.000
N 3.02 -3.21 0.14 0.000
O 3.81 -3.42 1.01 0.000
O 1.97 -2.69 0.27 0.000
H 3.87 -4.69 -0.93 0.000
H 4.34 -3.11 -1.48 0.000
H 2.63 -3.72 -1.89 0.000
C -1.77 -5.51 0.04 0.000
N -2.01 -4.14 0.73 0.000
O -2.75 -3.31 0.17 0.000
O -1.64 -4.07 1.87 0.000
H -2.26 -5.77 -0.90 0.000
H -1.99 -6.28 0.79 0.000
H -0.70 -5.63 -0.12 0.000
C 1.10 1.78 -1.80 0.058
N 1.98 2.38 -2.83 -0.012
O 3.19 2.31 -2.75 0.004
O 1.39 3.04 -3.68 0.909
H 0.08 1.54 -2.12 0.009
H 1.10 2.56 -1.04 -0.002
H 1.64 0.89 -1.49 0.019
```

Values from the calculation:
Expectation value of S²: 0.76
Lowest unoccupied orbital energy (alpha / beta), eV: -7.0 / -10.5
Energy above the lowest of the compared OMol25 structures with the same formula, charge and spin, kcal/mol: 17.0
Spin multiplicity: 2
Net charge: +1
HOMO level (alpha / beta), eV: -13.04 / -13.04

***

13 unconnected molecules or ions with the total composition C48H73B2Cl4N6O20 in a non-equilibrium geometry, computed with the ωB97M-V functional and the def2-TZVPD basis.

```
153
Properties=species:S:1:pos:R:3:lowdin_charge:R:1
C -12.71 16.76 4.37 -0.082
C -13.49 16.24 5.59 -0.260
C -13.39 14.77 5.82 -0.176
C -14.23 13.94 4.76 -0.107
N -14.08 12.45 4.73 -0.177
C -15.11 11.67 3.87 -0.123
C -15.20 10.33 4.32 -0.175
C -15.01 10.40 5.83 -0.118
C -14.21 11.69 6.08 -0.070
C -12.61 12.06 4.26 -0.072
C -12.29 12.56 2.78 -0.164
C -10.84 12.03 2.25 -0.056
H -11.67 16.43 4.44 0.071
H -12.52 17.83 4.39 0.073
H -13.18 16.56 3.40 0.080
H -14.55 16.47 5.57 0.112
H -13.11 16.74 6.49 0.113
H -13.72 14.41 6.79 0.110
H -12.33 14.57 5.67 0.104
H -14.11 14.23 3.72 0.127
H -15.28 14.21 4.91 0.137
H -14.77 11.79 2.84 0.127
H -15.98 12.32 4.00 0.148
H -14.39 9.73 3.91 0.120
H -15.99 9.82 3.77 0.143
H -14.41 9.58 6.23 0.113
H -15.92 10.20 6.40 0.119
H -13.24 11.69 6.59 0.129
H -14.78 12.36 6.73 0.122
H -12.46 10.98 4.17 0.122
H -11.95 12.46 5.03 0.117
H -12.18 13.64 2.73 0.095
H -13.09 12.18 2.15 0.092
H -10.67 12.28 1.20 0.075
H -10.89 10.95 2.36 0.059
H -9.95 12.40 2.76 0.066
O -5.45 14.65 0.12 0.111
C -6.26 15.21 -0.60 -0.426
O -7.33 14.69 -1.08 0.240
B -8.13 15.74 -1.79 -0.889
O -7.33 16.95 -1.76 0.242
C -6.26 16.69 -1.01 -0.340
O -5.31 17.42 -0.67 0.096
O -9.43 16.02 -1.19 0.240
C -10.36 15.99 -2.11 -0.425
O -11.51 16.05 -1.94 0.169
C -9.64 15.64 -3.49 -0.295
O -8.39 15.34 -3.18 0.231
O -10.19 15.41 -4.63 0.045
O -21.71 12.72 -0.63 0.111
C -21.13 13.66 -1.15 -0.368
O -20.69 14.77 -0.52 0.196
B -19.93 15.65 -1.47 -0.800
O -20.04 14.87 -2.70 0.245
C -20.76 13.79 -2.61 -0.415
O -21.16 13.03 -3.45 0.146
O -18.58 15.77 -0.95 0.229
C -18.27 16.98 -0.53 -0.371
O -17.25 17.33 0.07 0.107
C -19.45 17.86 -0.89 -0.397
O -20.43 17.11 -1.39 0.193
O -19.48 19.06 -0.70 0.124
N -10.90 24.20 6.52 0.012
C -11.02 24.07 7.90 -0.130
C -12.38 23.88 8.19 -0.116
C -13.06 23.90 6.96 -0.137
C -12.15 24.01 5.98 -0.156
H -9.99 24.25 6.08 0.144
H -10.19 24.24 8.58 0.096
H -12.71 23.87 9.22 0.083
H -14.13 23.76 6.85 0.093
H -12.26 23.80 4.92 0.112
N -15.32 12.94 12.23 -0.024
C -14.57 13.80 11.50 -0.088
C -13.41 12.97 11.26 -0.175
C -13.54 11.76 11.71 -0.157
C -14.76 11.69 12.38 -0.104
H -16.15 13.25 12.73 0.148
H -14.80 14.83 11.31 0.103
H -12.53 13.34 10.75 0.093
H -12.70 11.12 11.49 0.104
H -15.25 11.03 13.08 0.102
N -20.13 15.46 7.25 0.005
C -19.51 14.89 8.31 -0.159
C -19.40 13.52 8.07 -0.144
C -19.79 13.30 6.77 -0.121
C -20.36 14.50 6.31 -0.118
H -20.24 16.46 7.20 0.155
H -19.19 15.46 9.17 0.102
H -18.86 12.88 8.75 0.085
H -19.70 12.32 6.32 0.087
H -20.81 14.86 5.40 0.109
N -11.15 19.95 13.90 -0.004
C -11.28 18.78 14.55 -0.140
C -11.54 17.86 13.57 -0.161
C -11.39 18.39 12.33 -0.118
C -11.23 19.75 12.55 -0.132
H -10.82 20.86 14.21 0.150
H -11.11 18.69 15.61 0.109
H -11.69 16.82 13.81 0.095
H -11.37 17.88 11.38 0.097
H -11.04 20.50 11.80 0.105
N -13.95 11.90 -3.33 0.030
C -13.37 10.68 -3.44 -0.161
C -14.12 9.73 -2.81 -0.132
C -15.18 10.40 -2.22 -0.150
C -15.09 11.71 -2.57 -0.136
H -13.66 12.81 -3.68 0.155
H -12.36 10.69 -3.84 0.108
H -13.85 8.69 -2.66 0.089
H -16.00 10.06 -1.62 0.091
H -15.68 12.59 -2.38 0.110
C -14.34 3.88 0.43 -1.931
Cl -13.39 4.90 1.62 0.456
Cl -15.59 4.90 -0.33 0.514
Cl -13.26 3.05 -0.81 0.473
Cl -15.09 2.60 1.42 0.487
C -7.48 20.43 5.76 -0.105
C -7.02 20.54 4.32 -0.346
O -7.76 21.41 3.51 -0.064
H -7.34 21.45 6.12 0.065
H -7.06 19.82 6.55 0.073
H -8.54 20.19 5.78 0.069
H -7.04 19.52 3.94 0.112
H -6.02 20.95 4.48 0.105
H -7.72 21.15 2.59 0.089
C -20.79 6.83 3.56 -0.076
C -22.05 5.89 3.64 -0.324
O -22.89 6.17 2.56 -0.087
H -20.09 6.45 4.30 0.059
H -21.06 7.87 3.75 0.068
H -20.37 6.70 2.56 0.070
H -22.58 6.03 4.58 0.100
H -21.85 4.82 3.54 0.107
H -23.34 6.99 2.76 0.083
C -6.70 14.59 5.56 -0.101
C -7.58 15.16 6.59 -0.355
O -8.19 14.05 7.16 -0.096
H -7.34 14.03 4.87 0.081
H -6.02 13.86 6.00 0.076
H -6.12 15.31 4.98 0.083
H -8.31 15.75 6.03 0.115
H -7.11 15.65 7.44 0.115
H -7.57 13.46 7.59 0.083
C -19.24 22.21 5.51 -0.085
C -19.19 20.69 5.41 -0.342
O -18.73 20.20 6.62 -0.093
H -19.39 22.51 4.47 0.076
H -18.27 22.62 5.81 0.068
H -20.00 22.59 6.20 0.077
H -18.52 20.29 4.64 0.112
H -20.17 20.27 5.21 0.112
H -18.12 20.80 7.04 0.075
```

Values from the calculation:
Lowest unoccupied orbital energy, eV: 0.5
Net charge: -1
HOMO level, eV: -6.46

***

2 unconnected molecules or ions with the total composition C2H9N4OP in a non-equilibrium geometry, computed with the ωB97M-V functional and the def2-TZVPD basis.

```
17
Properties=species:S:1:pos:R:3:lowdin_charge:R:1
C 1.80 -0.52 -0.72 -0.168
C 2.26 0.70 -0.10 -0.158
N 1.33 -0.19 0.62 -0.211
N -1.29 -1.52 -0.19 -0.085
N -2.64 0.62 0.57 -0.128
N 0.12 0.51 0.73 -0.199
O -1.13 0.86 -1.49 -0.331
P -1.24 0.17 -0.21 0.281
H 1.03 -0.25 -1.59 0.140
H 2.37 -1.43 -0.56 0.104
H 3.18 0.74 0.44 0.092
H 1.92 1.61 -0.50 0.097
H -0.30 -1.80 0.20 0.088
H -1.55 -1.89 -1.07 0.028
H -2.65 0.80 1.69 0.117
H -3.15 1.41 0.05 0.080
H -0.07 0.21 2.12 0.251
```

Values from the calculation:
Lowest unoccupied orbital energy, eV: 0.3
Energy above the lowest of the compared OMol25 structures with the same formula, charge and spin, kcal/mol: 43.9
Net charge: 0
HOMO level, eV: -9.15

***

7 unconnected molecules or ions with the total composition C35H60N2O6S in a non-equilibrium geometry, computed with the ωB97M-V functional and the def2-TZVPD basis.

```
104
Properties=species:S:1:pos:R:3:lowdin_charge:R:1
S -6.08 3.42 -1.51 0.598
C -6.10 1.56 -1.20 -0.529
C -5.94 1.34 0.39 -0.273
C -4.62 0.55 0.84 -0.151
C -3.24 1.28 0.46 -0.170
C -2.28 1.74 1.60 -0.038
N -1.01 2.36 1.45 0.076
C -0.76 2.55 0.04 -0.183
C 0.62 3.24 -0.35 -0.007
C 1.01 3.53 -1.84 -0.065
C 0.04 3.13 -3.03 -0.061
C -1.28 2.42 -2.63 -0.009
C -1.69 2.13 -1.13 -0.162
N -2.95 1.46 -0.92 0.110
H -4.90 3.96 -1.03 -0.147
H -5.32 1.01 -1.84 0.063
H -7.13 1.19 -1.56 0.080
H -6.84 0.68 0.72 0.111
H -6.10 2.34 0.93 0.088
H -4.64 0.42 1.99 0.104
H -4.59 -0.51 0.40 0.123
H -2.63 1.54 2.69 0.110
H 1.38 3.58 0.43 0.093
H 2.00 4.04 -2.08 0.082
H 0.32 3.38 -4.12 0.089
H -1.99 2.14 -3.49 0.098
C 3.38 -0.72 2.01 -0.176
C 2.05 -0.01 1.96 -0.181
C 2.32 1.23 2.78 -0.210
O 3.70 1.55 2.61 -0.141
C 4.36 0.44 1.97 -0.204
H 3.54 -1.43 1.20 0.112
H 3.48 -1.26 2.96 0.115
H 1.82 0.27 0.92 0.111
H 1.22 -0.61 2.34 0.107
H 2.14 1.05 3.85 0.117
H 1.71 2.08 2.47 0.091
H 4.58 0.74 0.94 0.113
H 5.29 0.22 2.49 0.116
C 8.49 1.68 -1.68 -0.177
C 7.34 2.56 -2.11 -0.176
C 6.31 1.53 -2.53 -0.212
O 6.53 0.36 -1.73 -0.150
C 7.78 0.51 -1.04 -0.204
H 9.19 2.18 -1.00 0.115
H 9.06 1.35 -2.56 0.117
H 6.96 3.13 -1.25 0.117
H 7.59 3.26 -2.91 0.115
H 6.44 1.24 -3.58 0.102
H 5.28 1.88 -2.40 0.118
H 7.57 0.70 0.01 0.113
H 8.35 -0.42 -1.12 0.118
C -9.51 1.91 4.52 -0.178
C -8.25 2.03 5.35 -0.178
C -7.18 1.64 4.34 -0.207
O -7.66 2.05 3.05 -0.162
C -9.04 2.40 3.16 -0.199
H -10.35 2.49 4.91 0.115
H -9.82 0.86 4.46 0.117
H -8.11 3.06 5.66 0.117
H -8.24 1.39 6.23 0.114
H -7.03 0.56 4.32 0.119
H -6.22 2.12 4.55 0.116
H -9.12 3.49 3.08 0.120
H -9.60 1.94 2.34 0.119
C -2.52 -1.19 6.09 -0.176
C -1.82 -1.60 4.82 -0.179
C -2.95 -2.20 4.01 -0.204
O -4.15 -1.51 4.40 -0.153
C -3.87 -0.73 5.57 -0.212
H -2.00 -0.41 6.65 0.116
H -2.65 -2.05 6.75 0.118
H -1.42 -0.72 4.31 0.107
H -0.99 -2.30 4.98 0.115
H -3.09 -3.27 4.25 0.118
H -2.80 -2.10 2.93 0.114
H -3.85 0.32 5.27 0.109
H -4.67 -0.87 6.30 0.117
C 3.62 -1.59 -5.57 -0.177
C 4.62 -0.94 -4.64 -0.181
C 5.92 -1.56 -5.09 -0.198
O 5.78 -1.83 -6.50 -0.137
C 4.41 -1.68 -6.86 -0.204
H 2.69 -1.03 -5.68 0.115
H 3.37 -2.60 -5.21 0.098
H 4.63 0.14 -4.81 0.107
H 4.41 -1.12 -3.58 0.112
H 6.11 -2.51 -4.59 0.121
H 6.78 -0.90 -4.93 0.110
H 4.31 -0.76 -7.45 0.115
H 4.10 -2.52 -7.49 0.116
C 1.40 -6.05 -3.06 -0.180
C 1.09 -4.70 -2.47 -0.179
C 2.45 -4.02 -2.50 -0.205
O 3.15 -4.57 -3.63 -0.156
C 2.43 -5.71 -4.11 -0.203
H 0.52 -6.56 -3.48 0.114
H 1.84 -6.70 -2.30 0.116
H 0.39 -4.16 -3.12 0.117
H 0.66 -4.74 -1.47 0.114
H 3.03 -4.25 -1.60 0.118
H 2.38 -2.94 -2.61 0.113
H 1.96 -5.43 -5.06 0.118
H 3.13 -6.53 -4.30 0.118
```

Values from the calculation:
Lowest unoccupied orbital energy, eV: -0.9
Net charge: 0
HOMO level, eV: -8.59

***

C21H29N5O2 in the gas phase in a non-equilibrium geometry, computed with the ωB97M-V functional and the def2-TZVPD basis.

```
57
Properties=species:S:1:pos:R:3:lowdin_charge:R:1
C 3.13 -1.25 -2.66 -0.102
C 3.12 -1.16 -1.14 -0.223
C 2.35 0.08 -0.68 -0.142
N 2.32 0.19 0.75 0.022
C 3.35 0.63 1.55 -0.149
C 4.59 1.14 1.18 -0.010
C 5.45 1.52 2.20 -0.082
C 5.09 1.40 3.54 -0.091
C 3.86 0.91 3.91 -0.017
C 2.98 0.51 2.91 -0.103
C 1.66 -0.03 2.91 -0.070
C 0.72 -0.40 3.90 -0.062
N -0.43 -0.89 3.58 0.104
N -0.76 -1.05 2.30 -0.045
C -2.08 -1.62 2.09 -0.021
C -3.16 -0.55 1.81 -0.473
O -4.10 -0.40 2.56 0.059
N -2.93 0.16 0.70 0.078
C -3.86 1.12 0.17 -0.144
C -4.28 0.68 -1.24 -0.175
N -3.10 0.45 -2.05 -0.214
C -3.17 -0.72 -2.91 -0.248
C -2.86 -1.99 -2.13 -0.077
C -2.55 1.63 -2.68 -0.251
C -1.02 1.59 -2.66 -0.077
C 0.02 -0.74 1.20 -0.330
O -0.40 -0.92 0.06 0.007
C 1.31 -0.22 1.57 -0.045
H 2.12 -1.32 -3.04 0.072
H 3.68 -2.14 -2.98 0.071
H 3.61 -0.38 -3.10 0.073
H 4.14 -1.12 -0.76 0.106
H 2.64 -2.05 -0.72 0.116
H 2.80 0.99 -1.09 0.132
H 1.31 0.01 -1.03 0.105
H 4.88 1.23 0.15 0.108
H 6.42 1.92 1.94 0.103
H 5.80 1.71 4.30 0.100
H 3.58 0.82 4.95 0.113
H 0.92 -0.30 4.95 0.117
H -2.35 -2.15 3.00 0.130
H -2.03 -2.30 1.23 0.129
H -2.19 -0.12 0.06 0.092
H -3.39 2.10 0.13 0.116
H -4.73 1.16 0.83 0.120
H -4.95 1.44 -1.68 0.123
H -4.84 -0.26 -1.16 0.119
H -2.42 -0.60 -3.70 0.108
H -4.16 -0.80 -3.40 0.118
H -3.62 -2.18 -1.37 0.065
H -1.90 -1.89 -1.64 0.053
H -2.83 -2.85 -2.80 0.070
H -2.91 1.75 -3.71 0.119
H -2.88 2.51 -2.11 0.110
H -0.67 1.47 -1.64 0.060
H -0.62 2.52 -3.07 0.070
H -0.65 0.76 -3.26 0.064
```

Values from the calculation:
Lowest unoccupied orbital energy, eV: 0.2
Energy above the lowest of the compared OMol25 structures with the same formula, charge and spin, kcal/mol: 30.4
Net charge: 0
HOMO level, eV: -8.22